# 1
{
  "formula": "C3H6BrNO",
  "method": "wB97M-V/def2-TZVPD",
  "e_tot_ha": -2821.7252,
  "lumo_ev": [-1.22, 0.04],
  "relative_energy_ev": 4.5401,
  "gap_ev": [7.7, 9.7],
  "homo_ev": [-8.91, -9.64],
  "elements": ["N", "C", "C", "H", "C", "O", "Br", "H", "H", "H", "H", "H"],
  "xyz": [[0.840, 0.795, 0.040], [0.751, -1.594, 0.512], [-2.197, 1.319, -0.505], [-2.280, 1.827, 0.395], [1.345, -0.296, 0.192], [1.013, 1.977, -0.257], [3.247, -0.358, -0.095], [-2.917, 0.474, -0.743], [0.608, -2.294, -0.362], [-1.582, 1.768, -1.326], [-0.293, -1.476, 0.937], [1.464, -2.142, 1.214]],
  "mulliken_charge": [0.3180, -0.8543, -0.9213, 0.3434, 0.3352, -0.4482, -0.1875, 0.2957, 0.2551, 0.2883, 0.2710, 0.3046]
}

---

# 2
{
  "formula": "C3H6BrOP",
  "method": "wB97M-V/def2-TZVPD",
  "e_tot_ha": -3108.3801,
  "lumo_ev": 0.75,
  "relative_energy_ev": 3.0255,
  "gap_ev": 9.9,
  "homo_ev": -9.16,
  "elements": ["H", "H", "C", "O", "Br", "H", "H", "H", "C", "H", "C", "P"],
  "xyz": [[-2.421, 1.558, -1.032], [1.095, 0.392, 1.247], [1.135, 0.143, 0.178], [0.865, -1.096, -0.312], [0.209, 2.389, -2.067], [-0.717, -2.343, 0.917], [1.125, -2.297, 1.656], [1.990, 0.630, -0.214], [-0.349, 1.279, -0.749], [-1.946, 0.668, 0.403], [-1.622, 1.187, -0.440], [0.636, -2.509, 0.413]],
  "mulliken_charge": [0.2734, 0.3564, -0.4443, -0.2101, -0.1372, 0.0329, 0.0242, 0.3535, 0.1862, 0.2810, -0.7117, -0.0041]
}

---

# 3
{
  "formula": "C3H6BrOP",
  "method": "wB97M-V/def2-TZVPD",
  "e_tot_ha": -3108.4225,
  "lumo_ev": [-0.35, -0.35],
  "relative_energy_ev": 1.8737,
  "gap_ev": [7.8, 7.8],
  "homo_ev": [-8.19, -8.19],
  "elements": ["H", "O", "H", "H", "C", "H", "P", "H", "Br", "H", "C", "C"],
  "xyz": [[-0.110, 0.839, -1.022], [3.089, 1.999, -0.609], [-0.993, 1.142, 0.719], [-1.879, -1.175, 0.409], [-1.543, -0.654, -0.377], [-1.076, -1.268, -1.117], [2.879, 1.018, 0.383], [0.151, -0.499, 1.681], [1.799, -1.444, -0.017], [-2.438, -0.208, -0.791], [-0.491, 0.365, -0.028], [0.612, -0.117, 0.769]],
  "mulliken_charge": [0.2152, -0.3335, 0.2198, 0.4403, -1.2850, 0.3535, 0.5203, 0.3702, -0.1562, 0.3253, -0.0586, -0.6114]
}